[1]
50
Properties=species:S:1:pos:R:3 method="wB97M-V/def2-TZVPD" smiles="Cc1ccc2c(c1)nnn2C1CCN(C(=O)C2CCCCC2)CC1" fmax_ev_per_a=1.3 relative_energy_kj_mol=69.8 lumo_energy_ev=0.6 gap_ev=9.4 total_charge=0 homo_ev=-8.707 multiplicity=1
C -5.80143 -2.72772 0.06884
C -4.68290 -1.72937 0.05613
C -4.94066 -0.37678 0.05647
C -3.85183 0.49483 0.03979
N -3.77417 1.85542 0.03392
N -2.55356 2.19684 0.01586
N -1.75841 1.11847 0.00933
C -2.52668 -0.00482 0.02287
C -2.26516 -1.37040 0.02422
C -3.35596 -2.20521 0.04082
H -3.19941 -3.27431 0.04319
H -1.25745 -1.75856 0.01597
C -0.32681 1.23542 -0.02821
C 0.11965 1.95615 -1.30507
H -0.25676 2.97845 -1.26219
H -0.32113 1.47462 -2.17936
C 1.65938 1.93081 -1.40323
N 2.23801 1.67920 -0.10344
C 3.06263 0.66638 0.27908
O 3.36285 0.53739 1.45086
C 3.60140 -0.24764 -0.81814
C 4.91340 -0.92361 -0.39490
C 4.72074 -1.98149 0.68904
C 3.68123 -3.01423 0.27023
C 2.36524 -2.31607 -0.05192
C 2.56828 -1.32345 -1.19206
H 1.61226 -0.86814 -1.46092
H 2.93480 -1.86173 -2.07071
H 2.01452 -1.78770 0.83729
H 1.60664 -3.05029 -0.33598
H 3.53325 -3.73892 1.07307
H 4.02936 -3.55706 -0.61300
H 4.39389 -1.49066 1.60472
H 5.67714 -2.47056 0.88560
H 5.60734 -0.16146 -0.03587
H 5.35225 -1.39080 -1.28122
H 3.81932 0.36795 -1.69781
C 1.62054 2.49449 0.92532
C 0.18774 2.00516 1.19618
H 0.16532 1.35256 2.06955
H -0.47338 2.85236 1.38052
H 2.23172 2.42296 1.82490
H 1.61640 3.53020 0.57630
H 1.97587 1.17237 -2.11434
H 2.02024 2.90198 -1.76615
H 0.07544 0.21635 -0.02219
H -5.94629 0.01168 0.06933
H -6.76552 -2.22953 0.12280
H -5.77496 -3.33694 -0.83421
H -5.70497 -3.39594 0.92356

[2]
51
Properties=species:S:1:pos:R:3 method="wB97M-V/def2-TZVPD" smiles="CCc1ccc(NC2=N[C@@H](C(=O)NC3CCCCC3)CC(=O)N2)cc1" fmax_ev_per_a=0.7 relative_energy_kj_mol=31.7 lumo_energy_ev=0.5 gap_ev=9.0 total_charge=0 homo_ev=-8.515 multiplicity=1
C -7.48987 -0.10589 -0.78892
H -7.28216 0.94735 -0.61433
H -7.10936 -0.37086 -1.77283
H -8.56710 -0.25316 -0.78173
C -6.82564 -0.96589 0.28863
C -5.33859 -0.76332 0.27763
C -4.74928 0.23036 1.04774
C -3.38519 0.45306 1.01154
C -2.57481 -0.30970 0.17319
C -3.15703 -1.32436 -0.58360
C -4.51873 -1.54348 -0.52921
H -4.95323 -2.33366 -1.12409
H -2.53166 -1.93903 -1.21464
N -1.18987 -0.12795 0.10042
C -0.46746 1.02683 0.20934
N 0.78628 0.94707 0.41355
C 1.53787 2.17741 0.50522
C 0.96714 3.30276 -0.36179
C -0.52642 3.42396 -0.19951
O -1.16391 4.44142 -0.31303
N -1.15327 2.22338 0.04108
H -2.16393 2.21411 -0.00526
H 1.15906 3.07768 -1.41663
H 1.45103 4.25105 -0.13464
H 1.53803 2.49871 1.56008
C 3.01194 1.92610 0.13874
O 3.76460 2.82700 -0.17034
N 3.35395 0.63558 0.23156
H 2.60294 -0.00498 0.44531
C 4.66658 0.11909 -0.08067
C 5.21150 -0.71444 1.08327
C 4.43611 -2.01835 1.25662
C 4.44880 -2.82709 -0.03696
C 3.86027 -2.01094 -1.18367
C 4.63946 -0.71167 -1.36937
H 5.66739 -0.94374 -1.65404
H 4.19459 -0.11654 -2.16887
H 3.89391 -2.59131 -2.10821
H 2.81219 -1.78562 -0.97360
H 3.88043 -3.75041 0.09496
H 5.47781 -3.10059 -0.28125
H 4.88417 -2.60237 2.06322
H 3.40463 -1.80114 1.54275
H 5.16371 -0.12546 2.00082
H 6.26010 -0.94253 0.88321
H 5.29872 1.00161 -0.23136
H -0.62537 -0.95695 -0.00696
H -2.95003 1.19442 1.66559
H -5.36339 0.83232 1.70165
H -7.22937 -0.69324 1.26556
H -7.05752 -2.01657 0.10382